[1]
{"formula": "C14H16", "method": "the ωB97M-V functional and the def2-TZVPD basis", "total_charge": 0, "energy_ha": -543.042331, "smiles": "Cc1ccccc1.Cc1ccccc1", "spin_multiplicity": 1, "elements": ["C", "C", "C", "C", "C", "C", "C", "H", "H", "H", "H", "H", "H", "H", "H", "C", "C", "C", "C", "C", "C", "C", "H", "H", "H", "H", "H", "H", "H", "H"], "xyz": [[4.30712, -1.37235, -2.03387], [1.11560, 0.84312, -0.23795], [0.96607, 0.22727, -1.48388], [2.30176, 0.67273, 0.44600], [2.02875, -0.42664, -2.06627], [3.42088, 0.10454, -0.17588], [3.29226, -0.43393, -1.44733], [0.37854, 1.56236, 0.09454], [-0.02970, 0.26789, -1.90971], [2.51713, 1.18539, 1.36128], [1.99898, -0.90579, -3.03617], [4.36857, 0.24948, 0.32790], [4.27790, -1.44282, -3.11554], [4.23465, -2.37726, -1.59255], [5.31087, -1.21907, -1.61568], [-2.52378, -0.98364, -0.74905], [-2.67069, -0.18877, 0.51363], [-3.47654, 0.94314, 0.53895], [-2.01017, -0.59507, 1.66435], [-3.48859, 1.71586, 1.69665], [-2.02696, 0.16846, 2.81710], [-2.78329, 1.33786, 2.82752], [-1.54724, -1.38496, -0.99616], [-2.95402, -0.44005, -1.60026], [-3.97140, 1.28269, -0.36079], [-1.40402, -1.48956, 1.72553], [-3.99189, 2.67249, 1.78365], [-1.54650, -0.14309, 3.73479], [-2.83198, 1.96724, 3.70468], [-3.26234, -1.79751, -0.81546]], "forces_ev_per_a": [[1.15, -0.32, 1.14], [0.24, -0.12, -0.27], [-0.51, 0.25, 0.37], [1.02, 0.84, -0.71], [0.74, 0.23, 0.17], [-0.68, 0.47, -0.02], [-0.61, -1.37, 0.15], [-0.30, -0.46, 0.36], [0.22, 0.05, -0.47], [-0.36, 0.17, 0.55], [-0.48, -0.04, -0.02], [0.15, -0.58, -0.08], [0.21, 0.06, -0.05], [-0.97, -0.04, -0.40], [0.14, 0.87, -0.71], [-1.75, -0.30, -0.99], [0.09, -0.55, -0.42], [0.68, 0.43, 0.45], [0.63, 0.03, 0.70], [-0.08, 0.34, 0.31], [-0.91, 0.49, 0.17], [0.18, -0.23, -0.10], [0.14, 0.15, 0.22], [0.76, 0.52, -0.01], [-0.10, -0.05, 0.00], [-0.05, -0.16, -0.54], [-0.31, -0.15, -0.43], [0.23, -0.13, -0.15], [0.08, -0.01, 0.08], [0.42, -0.39, 0.70]], "lowdin_charge": [-0.07, -0.09, -0.09, -0.09, -0.05, -0.05, -0.28, 0.10, 0.09, 0.09, 0.11, 0.11, 0.07, 0.09, 0.08, -0.07, -0.29, -0.05, -0.06, -0.09, -0.09, -0.10, 0.07, 0.08, 0.11, 0.11, 0.10, 0.10, 0.10, 0.08]}

[2]
{"formula": "C2H36O16", "method": "the ωB97M-V functional and the def2-TZVPD basis", "total_charge": 0, "energy_ha": -1301.622279, "spin_multiplicity": 1, "elements": ["O", "H", "H", "O", "H", "H", "O", "H", "H", "O", "H", "H", "O", "H", "H", "O", "H", "H", "O", "H", "H", "O", "H", "H", "O", "H", "H", "O", "H", "H", "O", "H", "H", "O", "H", "H", "O", "H", "H", "O", "H", "H", "O", "H", "H", "C", "C", "O", "H", "H", "H", "H", "H", "H"], "xyz": [[-2.91892, -0.14365, -3.25047], [-2.67864, -0.74108, -2.52947], [-2.09739, 0.00118, -3.73173], [4.71837, -2.51313, 1.64090], [4.23625, -1.96826, 1.00835], [4.62969, -3.40769, 1.30127], [2.34521, -2.63726, -0.42935], [1.72529, -3.36131, -0.59534], [2.24366, -2.04584, -1.18503], [-2.71797, -2.56273, -1.60381], [-2.64919, -3.24706, -2.28150], [-3.57203, -2.72061, -1.18137], [-2.64764, -1.86414, 3.37499], [-2.66022, -1.78493, 4.33116], [-1.75466, -1.58284, 3.12554], [0.54998, 0.40742, -3.63065], [0.60775, -0.54687, -3.45600], [1.25559, 0.58158, -4.26329], [-1.33675, 3.78894, 2.11792], [-0.55016, 4.29433, 1.88492], [-1.20930, 3.54093, 3.03956], [1.45903, 4.28589, 0.41316], [1.51863, 3.98163, -0.49686], [1.76447, 3.54746, 0.95659], [3.06186, 0.89133, 0.43824], [2.41524, 1.18640, 1.10279], [2.90134, 1.42726, -0.34357], [1.86317, 2.50600, 2.55211], [2.01108, 1.90680, 3.29268], [1.98004, 3.38590, 2.92948], [-3.76422, 2.82846, 0.86001], [-2.90147, 3.01482, 1.26001], [-3.59490, 2.81902, -0.08692], [0.35365, -2.36226, -3.14512], [0.18621, -2.83643, -2.31462], [0.14630, -3.00667, -3.82957], [-0.04393, 3.06111, -3.32332], [0.09914, 3.15234, -4.26955], [0.22303, 2.14753, -3.11753], [-0.54273, -0.21540, 3.77736], [-0.01681, -0.69123, 4.42920], [0.04858, -0.11316, 3.01571], [-0.34287, -3.92094, -0.78522], [-0.45174, -4.45874, 0.00605], [-1.19330, -3.45855, -0.89954], [-0.88484, 0.79329, 0.47238], [-0.23425, -0.56709, 0.25786], [0.73202, -0.94530, 1.25622], [-0.13188, 1.58532, 0.48742], [-1.42208, 0.91416, 1.41264], [-1.52571, 0.95158, -0.39491], [0.35154, -0.42777, -0.65324], [-0.97960, -1.36268, 0.22667], [1.39610, -1.50703, 0.82677]], "forces_ev_per_a": [[0.09, -0.08, 0.01], [-0.06, 0.02, -0.13], [0.05, 0.14, 0.06], [0.06, 0.06, 0.05], [-0.05, -0.04, 0.02], [-0.04, 0.02, -0.05], [0.03, 0.03, -0.04], [-0.05, 0.17, 0.02], [0.09, -0.06, -0.03], [0.16, -0.44, 0.12], [-0.23, 0.19, -0.19], [0.03, 0.12, 0.05], [-0.15, -0.55, -0.36], [0.00, 0.11, 0.01], [-0.26, 0.24, 0.27], [0.28, -0.27, -0.15], [-0.18, -0.03, 0.10], [-0.04, 0.00, 0.00], [0.09, 0.04, 0.30], [0.03, -0.04, -0.33], [-0.07, -0.07, -0.04], [0.04, 0.02, 0.24], [-0.13, 0.06, -0.09], [-0.05, -0.04, -0.32], [-0.11, -0.10, 0.07], [0.28, -0.09, -0.42], [-0.03, 0.05, 0.06], [-0.07, 0.08, 0.45], [-0.02, -0.06, -0.06], [0.06, -0.03, 0.04], [0.03, -0.10, -0.03], [-0.08, 0.15, -0.08], [-0.02, 0.00, 0.02], [-0.07, -0.25, 0.18], [0.12, 0.10, -0.06], [0.09, 0.09, -0.10], [0.27, 0.00, 0.26], [-0.07, 0.00, 0.03], [-0.32, 0.27, -0.18], [0.43, 0.30, 0.15], [0.04, 0.02, -0.04], [0.03, -0.25, -0.13], [-0.15, -0.08, -0.14], [0.05, 0.02, -0.01], [0.02, 0.11, 0.30], [0.58, -0.14, 0.38], [0.76, 0.33, 0.34], [-0.44, 0.55, 0.48], [0.08, -0.05, -0.17], [-0.33, -0.30, -0.15], [-0.25, 0.18, 0.20], [-0.41, -0.55, -0.49], [-0.08, 0.09, -0.49], [-0.03, 0.05, 0.08]], "lowdin_charge": [-0.06, -0.01, 0.01, -0.06, 0.00, 0.02, -0.04, 0.03, 0.05, -0.04, 0.07, 0.09, -0.08, 0.02, -0.01, -0.06, 0.00, 0.06, -0.04, 0.03, 0.05, -0.05, 0.04, -0.02, -0.05, 0.00, 0.03, -0.05, 0.07, 0.07, -0.07, -0.02, 0.03, -0.04, 0.01, 0.07, -0.08, 0.03, -0.02, -0.06, 0.06, 0.01, -0.06, 0.08, 0.01, -0.06, -0.28, -0.12, 0.06, 0.07, 0.08, 0.10, 0.10, 0.04]}

[3]
{"formula": "C32H38AsI2N2OsPS", "method": "the ωB97M-V functional and the def2-TZVPD basis", "total_charge": 4, "energy_ha": -5011.534209, "spin_multiplicity": 5, "elements": ["Os", "C", "C", "N", "C", "C", "S", "C", "C", "N", "H", "H", "H", "H", "H", "H", "H", "H", "H", "H", "H", "H", "H", "H", "I", "I", "C", "C", "As", "C", "C", "C", "C", "C", "C", "C", "C", "C", "C", "C", "C", "P", "C", "C", "C", "C", "C", "C", "C", "C", "C", "C", "C", "C", "H", "H", "H", "H", "H", "H", "H", "H", "H", "H", "H", "H", "H", "H", "H", "H", "H", "H", "H", "H", "H", "H", "H", "H"], "xyz": [[-0.05788, -0.05324, 0.98844], [0.85743, -2.76462, -0.11491], [-0.46496, -3.10842, 0.53826], [-0.87440, -2.07979, 1.54042], [-2.35274, -1.95404, 1.62197], [-2.95114, -1.36451, 0.34710], [-1.88640, -0.08932, -0.46368], [-1.20543, -1.01383, -1.90521], [0.30948, -1.05477, -1.91010], [0.91345, -1.34383, -0.57797], [1.05407, -3.43729, -0.95279], [1.67368, -2.88422, 0.59850], [-0.39469, -4.08665, 1.01722], [-1.25927, -3.18490, -0.19909], [-0.53397, -2.35499, 2.46002], [-2.57362, -1.31518, 2.47438], [-2.81516, -2.92792, 1.81232], [-3.90398, -0.88192, 0.55890], [-3.14112, -2.10545, -0.42723], [-1.56532, -0.49239, -2.79151], [-1.65806, -2.00223, -1.89731], [0.71474, -0.09065, -2.22216], [0.64001, -1.80266, -2.63631], [1.90140, -1.11414, -0.67432], [3.56496, -1.23084, 2.17783], [5.93666, -1.99016, 3.02575], [-1.70591, 3.16403, 2.02155], [-1.39207, 4.30409, 3.00500], [-2.97764, 5.32153, 3.55534], [-4.19480, 4.12980, 4.38384], [-5.41829, 3.80686, 3.79046], [-6.29349, 2.96982, 4.46553], [-5.95951, 2.47539, 5.72028], [-4.74418, 2.80228, 6.30961], [-3.85673, 3.63513, 5.64785], [-3.69490, 6.33410, 2.16459], [-2.89183, 6.71786, 1.07650], [-3.41062, 7.55415, 0.10877], [-4.71244, 8.03639, 0.23654], [-5.49690, 7.69269, 1.33125], [-4.99227, 6.85515, 2.30895], [-0.24509, 2.10153, 1.77845], [0.10557, 1.14988, 3.26172], [1.35942, 1.01399, 3.89273], [1.48512, 0.23894, 5.03326], [0.38098, -0.41782, 5.56337], [-0.87107, -0.29426, 4.96378], [-1.01054, 0.47970, 3.83053], [1.08892, 3.05546, 1.06869], [0.75775, 4.20145, 0.32909], [1.74363, 4.91591, -0.32620], [3.06794, 4.50076, -0.25981], [3.40509, 3.34983, 0.44242], [2.42299, 2.62420, 1.09513], [-2.02108, 3.53779, 1.04462], [-2.51863, 2.53362, 2.39149], [-0.66442, 5.00785, 2.60121], [-0.98232, 3.91407, 3.94006], [-5.69326, 4.20725, 2.82244], [-7.24913, 2.72316, 4.02408], [-6.66189, 1.84894, 6.25351], [-4.50693, 2.43854, 7.29964], [-2.93475, 3.92998, 6.13568], [-1.86519, 6.37859, 0.99878], [-2.80837, 7.85609, -0.73653], [-5.10745, 8.70523, -0.51611], [-6.49579, 8.09465, 1.42694], [-5.59343, 6.61827, 3.17866], [2.21804, 1.56684, 3.54484], [2.44414, 0.17005, 5.52706], [0.48833, -1.00694, 6.46437], [-1.73238, -0.77717, 5.40460], [-1.99817, 0.61827, 3.40649], [-0.26539, 4.54400, 0.25003], [1.48506, 5.80037, -0.89102], [3.83684, 5.07273, -0.76140], [4.43329, 3.02024, 0.48187], [2.71690, 1.71761, 1.60465]], "forces_ev_per_a": [[-0.36, -0.13, 0.69], [0.05, 0.18, -0.19], [-0.08, -0.06, 0.17], [0.09, 0.07, -0.19], [-0.10, 0.00, -0.06], [0.09, 0.06, -0.25], [0.36, -0.15, 0.40], [-0.21, 0.06, 0.04], [0.09, -0.01, -0.06], [-0.01, 0.24, 0.18], [-0.04, -0.05, 0.01], [-0.07, -0.09, 0.01], [0.01, -0.01, -0.05], [0.05, -0.02, -0.04], [-0.06, -0.01, -0.08], [-0.02, -0.03, -0.03], [0.03, 0.02, -0.02], [0.02, 0.00, 0.03], [-0.10, -0.09, 0.09], [0.04, -0.07, -0.03], [0.03, -0.02, -0.07], [-0.07, -0.04, 0.01], [-0.01, 0.01, -0.01], [-0.18, 0.01, -0.02], [0.43, -0.04, 0.26], [-0.24, 0.03, -0.15], [0.02, 0.13, 0.18], [-0.07, 0.00, -0.02], [0.16, 0.03, 0.14], [-0.09, -0.09, 0.04], [-0.03, 0.01, -0.02], [0.01, 0.03, -0.01], [-0.02, -0.01, 0.01], [0.04, 0.03, -0.02], [-0.03, 0.00, 0.01], [-0.09, 0.15, -0.20], [0.01, -0.01, 0.01], [0.00, -0.04, 0.07], [0.03, 0.02, -0.05], [-0.03, -0.05, 0.07], [0.00, 0.01, -0.01], [0.22, -0.49, -1.21], [-0.15, -0.07, 0.37], [-0.04, -0.01, -0.14], [-0.08, -0.11, 0.00], [-0.05, -0.03, 0.04], [0.20, -0.10, 0.14], [0.10, 0.18, -0.22], [0.15, 0.48, 0.11], [0.05, -0.14, 0.20], [0.17, -0.01, -0.05], [0.03, 0.01, -0.01], [-0.14, 0.09, -0.05], [-0.06, 0.05, -0.09], [0.01, -0.03, 0.01], [0.04, 0.00, 0.00], [-0.02, -0.01, 0.01], [-0.02, 0.01, -0.02], [0.02, -0.02, 0.01], [-0.01, 0.00, -0.02], [-0.01, -0.01, 0.00], [0.01, 0.00, 0.02], [0.02, 0.01, -0.01], [0.00, -0.01, 0.00], [0.03, -0.02, 0.00], [-0.02, 0.01, 0.00], [-0.01, 0.00, 0.02], [0.01, 0.01, -0.01], [-0.01, 0.12, -0.07], [0.03, 0.01, 0.06], [-0.01, -0.01, 0.03], [-0.03, -0.02, 0.01], [0.02, 0.04, -0.01], [-0.03, -0.01, 0.03], [-0.01, 0.02, -0.01], [0.00, 0.00, -0.01], [0.05, 0.01, -0.01], [-0.10, 0.00, 0.05]], "lowdin_spin": [1.46, 0.02, 0.01, 0.07, 0.01, 0.00, 0.02, 0.00, 0.01, 0.06, 0.00, 0.00, 0.00, 0.00, 0.00, 0.00, 0.00, 0.00, 0.00, 0.00, 0.00, 0.00, 0.00, 0.01, 0.31, 0.74, 0.02, 0.08, 0.47, 0.08, 0.03, 0.00, 0.03, 0.00, 0.02, 0.08, 0.04, 0.00, 0.08, 0.00, 0.05, 0.09, 0.02, 0.01, 0.03, 0.00, 0.02, 0.01, 0.05, 0.01, 0.00, 0.01, 0.00, 0.03, 0.00, 0.00, 0.00, 0.00, 0.00, 0.00, 0.00, 0.00, 0.00, 0.00, 0.00, 0.00, 0.00, 0.00, 0.00, 0.00, 0.00, 0.00, 0.00, 0.00, 0.00, 0.00, 0.00, 0.01]}